No. 1
{
  "formula": "C3H4O3",
  "method": "ωB97M-V with the def2-TZVPD basis set",
  "species": ["H", "O", "C", "H", "H", "C", "O", "O", "C", "H"],
  "xyz": [[3.210, -1.627, 0.285], [3.125, 0.110, -0.041], [-0.280, 0.512, 0.005], [-3.332, -0.232, -0.032], [-1.407, -1.292, -0.033], [-1.409, -0.200, -0.002], [0.937, -0.089, -0.028], [-2.631, 0.422, -0.036], [2.068, 0.791, -0.125], [-0.282, 1.606, 0.006]],
  "nbo_charge": [-0.1405, -0.7184, 0.0769, 0.4647, 0.1583, -0.0212, -0.5818, -0.7101, 0.2962, 0.1759],
  "homo_lumo_gap_ev": [5.3725, 6.3650],
  "charge": -1,
  "spin_multiplicity": 2,
  "e_above_lowest_kcal_mol": 82.4,
  "s2": 0.7552
}

---

No. 2
{
  "formula": "C4H12",
  "method": "ωB97M-V with the def2-TZVPD basis set",
  "species": ["H", "C", "H", "H", "C", "H", "H", "C", "H", "H", "H", "H", "H", "H", "C", "H"],
  "xyz": [[-0.067, -1.161, -1.965], [0.311, -1.643, -1.103], [1.193, -1.085, -0.539], [0.541, 2.294, -0.632], [-0.750, -1.670, 0.042], [0.281, 0.646, -0.736], [0.483, -2.609, -1.472], [0.574, 1.416, -0.120], [-1.259, 2.200, 0.983], [1.682, 1.266, 0.164], [-0.916, -2.834, 0.227], [0.293, 2.784, 1.502], [-0.360, 0.915, 1.723], [-1.612, -0.975, -0.028], [-0.268, 1.784, 1.103], [-0.125, -1.328, 0.850]],
  "nbo_charge": [0.2027, -0.6191, 0.2104, 0.2007, -0.6281, 0.2041, 0.2073, -0.6023, 0.2060, 0.1942, 0.2106, 0.1990, 0.2031, 0.2167, -0.6046, 0.1994],
  "homo_lumo_gap_ev": 12.3484,
  "charge": 0,
  "spin_multiplicity": 1,
  "e_above_lowest_kcal_mol": 43.4
}

---

No. 3
{
  "formula": "C2H5BrI2OSi",
  "method": "ωB97M-V with the def2-TZVPD basis set",
  "species": ["I", "I", "H", "Si", "C", "H", "H", "O", "C", "Br", "H", "H"],
  "xyz": [[3.597, 1.359, 0.849], [2.237, -2.399, 0.205], [-0.472, -1.048, 0.990], [1.930, 0.033, -0.266], [-0.845, -0.116, 0.836], [-2.739, 0.134, -0.403], [-1.350, -0.680, -1.165], [0.312, 0.719, 0.793], [-1.666, 0.055, -0.452], [1.830, 0.592, -2.411], [-1.402, 1.036, -0.733], [-1.432, 0.313, 1.758]],
  "nbo_charge": [-0.1063, -0.1273, 0.1641, 1.0096, -0.0542, 0.2184, 0.2028, -0.8200, -0.6548, -0.2358, 0.2252, 0.1783],
  "homo_lumo_gap_ev": 9.0963,
  "charge": 0,
  "spin_multiplicity": 1,
  "e_above_lowest_kcal_mol": 33.7
}

---

No. 4
{
  "formula": "C34H64N3O2",
  "method": "ωB97M-V with the def2-TZVPD basis set",
  "species": ["C", "H", "H", "H", "H", "C", "H", "H", "H", "C", "C", "H", "C", "C", "H", "C", "H", "C", "H", "H", "C", "H", "H", "H", "C", "C", "H", "H", "C", "H", "H", "H", "C", "H", "H", "H", "C", "H", "H", "H", "O", "H", "H", "C", "N", "H", "H", "C", "C", "H", "H", "C", "H", "C", "H", "C", "C", "H", "C", "H", "H", "H", "H", "H", "H", "H", "C", "C", "H", "H", "H", "H", "H", "C", "O", "N", "H", "C", "N", "H", "H", "H", "C", "H", "H", "C", "C", "H", "H", "H", "H", "H", "H", "H", "H", "H", "C", "H", "C", "C", "C", "H", "C"],
  "xyz": [[-4.379, -0.182, 4.263], [-5.617, -2.383, 1.669], [-2.348, 0.632, -5.191], [3.298, -3.961, 3.772], [-5.476, 1.368, -1.475], [-0.650, 0.018, 0.018], [-1.135, -1.470, -4.996], [2.931, 3.153, 2.834], [-3.928, 0.682, 4.844], [-0.973, -1.611, 5.354], [4.871, 2.153, 0.129], [4.642, 4.212, -5.051], [3.436, -2.856, 3.999], [-4.459, 1.353, -0.962], [2.340, 4.455, 0.349], [-0.485, -3.065, 4.886], [-1.441, 0.786, -3.641], [-3.022, -2.371, -4.307], [-4.182, -0.883, -0.899], [4.682, 0.579, -4.782], [-3.361, -1.388, 4.159], [0.554, -2.521, 2.935], [4.066, 3.394, -1.651], [-3.550, -2.088, 3.293], [-4.379, -0.025, -0.180], [3.774, -2.056, 2.661], [-6.240, -1.246, -0.017], [5.649, 1.547, -0.390], [3.112, 3.670, 0.549], [-2.809, -2.364, -2.052], [5.732, 2.517, -6.930], [-3.938, -1.805, -4.676], [-3.249, -0.112, 0.927], [-1.349, -3.500, 4.281], [3.270, 4.472, -4.265], [-4.431, 2.278, -0.311], [4.890, 1.576, -4.386], [1.955, -2.451, 5.699], [-1.524, -1.644, 6.335], [4.379, 1.092, 3.385], [-5.895, -1.818, 2.412], [0.426, -0.223, -0.182], [6.246, -0.163, 1.158], [4.001, 3.156, -0.548], [4.096, 3.877, -4.257], [3.013, -1.223, 2.496], [-2.803, -3.198, -5.035], [-3.611, 0.538, -3.341], [0.774, -3.028, 3.930], [-6.562, 0.515, 0.175], [1.048, -4.101, 3.692], [-3.384, 1.543, -2.110], [-6.885, -0.014, 2.373], [-2.281, 0.199, -4.144], [2.802, 1.355, -6.211], [3.421, 2.988, 1.843], [2.047, -2.323, 4.571], [-2.312, 1.563, -1.752], [-4.791, 0.439, 2.837], [-1.392, -1.284, 3.169], [-3.326, -1.154, 1.378], [-5.310, 1.418, 3.104], [-4.488, -2.750, -2.590], [4.630, 1.223, -7.510], [3.665, -2.735, 1.754], [2.939, 2.195, -3.818], [5.074, 1.188, 2.491], [4.829, 2.299, -7.503], [-3.526, -2.023, 5.091], [2.055, 2.912, -5.892], [-3.122, -4.034, -2.732], [-3.795, 1.786, 1.637], [6.047, 1.652, 2.846], [-5.872, -0.424, 2.053], [3.733, 3.040, -6.993], [-3.592, 0.841, 2.016], [-1.744, 0.161, 4.233], [-1.799, 0.015, 0.402], [4.461, 2.114, 1.478], [5.007, 2.624, -8.530], [1.950, -1.210, 4.350], [-0.348, -3.713, 5.799], [-1.819, -0.969, 4.179], [5.130, 1.468, -3.324], [-4.317, 1.045, -4.076], [-1.841, -1.325, -4.111], [5.247, -1.464, 2.753], [4.236, -2.701, 4.775], [-3.568, 2.582, -2.545], [5.787, 1.957, -4.875], [-0.071, -0.937, 5.504], [-4.171, -0.356, -2.945], [5.948, -2.232, 2.306], [-2.732, 0.973, 2.587], [5.548, -1.129, 3.786], [4.429, -0.367, 1.023], [3.021, 2.398, -5.946], [-1.199, -1.517, -3.196], [5.289, -0.206, 1.749], [-3.393, -2.944, -2.840], [-5.824, -0.302, 0.463], [-5.339, -0.487, 4.765], [3.687, 2.499, -4.559]],
  "lowdin_charge": [-0.1122, 0.1022, 0.1158, 0.1096, 0.1283, 0.1376, 0.1094, 0.1067, 0.1280, -0.1901, -0.0909, 0.0753, -0.1909, -0.1623, 0.0718, -0.2013, 0.1032, -0.2214, 0.1231, 0.0796, -0.1869, 0.1041, 0.0672, 0.0989, -0.2273, -0.2171, 0.1366, 0.1103, -0.1091, 0.0489, 0.0746, 0.1038, -0.2149, 0.1099, 0.0771, 0.1157, -0.0676, 0.1165, 0.1149, 0.1243, -0.0422, 0.0826, 0.1053, -0.0732, 0.0387, 0.0987, 0.1035, -0.1890, -0.2144, 0.1271, 0.1119, -0.1913, 0.1621, -0.1943, 0.1182, -0.0804, -0.2233, 0.0898, -0.1813, 0.0973, 0.1602, 0.1659, 0.0650, 0.0909, 0.1193, 0.1278, -0.1324, -0.1036, 0.1264, 0.1198, 0.0735, 0.1785, 0.1320, -0.2822, -0.1889, 0.1152, 0.0989, -0.0559, -0.1866, 0.0900, 0.1004, 0.1161, -0.2145, 0.0623, 0.1197, -0.2240, -0.1911, 0.1050, 0.1204, 0.0681, 0.1028, 0.0773, 0.1148, 0.1659, 0.1106, 0.1067, -0.2087, 0.0999, -0.1954, -0.1274, -0.0656, 0.1324, -0.4364],
  "homo_lumo_gap_ev": 6.8388,
  "charge": 1,
  "spin_multiplicity": 1
}

---

No. 5
{
  "formula": "C10H15N3O3S",
  "method": "ωB97M-V with the def2-TZVPD basis set",
  "species": ["H", "C", "H", "H", "C", "C", "O", "O", "H", "S", "H", "N", "H", "C", "C", "H", "H", "C", "C", "C", "C", "N", "O", "N", "H", "H", "H", "C", "H", "H", "H", "H"],
  "xyz": [[-0.431, -0.098, 1.352], [1.339, 1.479, -0.065], [-4.127, -1.899, 1.629], [-1.673, -3.082, 0.896], [0.233, -0.928, 1.095], [3.097, 2.318, -1.536], [-1.612, -1.440, -0.382], [1.610, -0.589, 1.139], [-5.994, 0.074, 0.765], [5.462, -0.546, -0.965], [3.492, 3.057, -2.217], [1.068, 3.587, -1.319], [-3.091, -0.525, 1.289], [-0.201, -1.514, -0.246], [3.847, 1.164, -1.199], [0.712, 3.458, -2.262], [0.099, -1.681, 1.871], [-3.092, -1.575, 1.563], [-2.333, -2.328, 0.457], [3.333, 0.189, -0.290], [1.866, 2.450, -0.984], [5.064, 0.847, -1.662], [-5.160, 0.528, 0.613], [4.170, -0.828, -0.070], [-4.959, 0.357, -0.313], [0.353, 1.653, 0.345], [-3.056, -2.874, -0.153], [2.038, 0.364, 0.275], [0.102, -2.561, -0.337], [0.237, 3.586, -0.737], [-2.604, -1.692, 2.531], [0.210, -0.953, -1.084]],
  "nbo_charge": [0.1776, -0.3355, 0.2093, 0.1648, -0.0944, -0.2871, -0.5401, -0.4802, 0.4692, 0.9502, 0.2337, -0.8044, 0.2387, -0.0873, 0.1065, 0.3721, 0.1963, -0.6444, -0.0726, 0.0952, 0.1950, -0.6224, -0.9371, -0.6129, 0.4705, 0.2179, 0.1762, 0.3136, 0.1731, 0.3587, 0.2009, 0.1988],
  "homo_lumo_gap_ev": 8.1183,
  "charge": 0,
  "spin_multiplicity": 1,
  "e_above_lowest_kcal_mol": 44.0
}

---

The F_max results, record by record, are as follows: 0.0497 0.0642 0.0890 0.1060 0.0141 hartree/bohr.